1.
# C5H9BrN

An isolated ion of composition C5H9BrN and charge +1 in a non-equilibrium geometry (the ωB97M-V functional and the def2-TZVPD basis, OMol25).

Each line ends with the natural charge from an NBO analysis.
Geometry (Å):
C -1.2180 1.3764 0.1251  -0.27
C -1.8567 0.2351 0.0460  -0.05
C 0.3025 1.1525 -0.1048  -0.20
C -0.7401 -1.0097 0.0583  -0.25
C 1.7481 -0.7149 -0.1253  -0.43
N 0.4911 -0.2809 0.3579  -0.33
Br -3.6854 -0.2192 -0.0530  0.19
H -1.4984 2.3633 0.2058  0.25
H 0.6941 1.0638 -1.1096  0.22
H 0.8215 1.8004 0.4528  0.23
H -1.1672 -1.6045 0.7295  0.24
H -0.6704 -1.3710 -0.9431  0.23
H 1.6473 -1.0641 -1.1443  0.23
H 2.4043 0.0789 -0.2550  0.24
H 2.1753 -1.5079 0.3747  0.24
H 0.5521 -0.2981 1.3849  0.44

Output
- Multiplicity: 1
- Electronic energy: -2824.35746 Ha
- Structure (SMILES): C[N@H+]1CC=C(Br)C1
- Energy above the lowest of the compared OMol25 structures with the same formula, charge and spin: 0.634 eV
- E_HOMO: -13.74 eV
- Total charge: +1
- LUMO level: -3.27 eV
- HOMO-LUMO gap: 10.47 eV


2.
# C5H9BrN2

A 2-piece molecular cluster, C5H9BrN2 overall in a non-equilibrium geometry (the ωB97M-V functional and the def2-TZVPD basis, OMol25).

Each line ends with the natural charge from an NBO analysis.
Geometry (Å):
C 0.1431 -0.5382 -0.4045  -0.32
C 1.4665 -0.4431 -0.4839  -0.09
C -1.4953 0.3141 1.2763  -0.62
C -1.9421 0.5822 -1.1784  -0.61
C -0.9001 0.6295 -0.0646  -0.25
N 4.0724 -1.1306 0.4532  -0.32
N 3.5114 -2.1035 0.1516  0.02
Br 2.6380 0.9561 -0.4282  0.13
H -0.4334 -1.4045 -0.5251  0.22
H -0.7754 0.3290 2.1336  0.23
H -2.2129 1.0916 1.5485  0.21
H -2.2394 -0.5325 1.2582  0.21
H -2.4229 1.5944 -1.4645  0.22
H -1.3188 0.3730 -2.2119  0.22
H -2.6875 -0.1537 -0.9561  0.21
H -0.3393 1.5349 -0.0869  0.21
H 4.9356 -1.0988 0.9828  0.35

Output
- Multiplicity: 1
- Electronic energy: -2879.23038 Ha
- Energy above the lowest of the compared OMol25 structures with the same formula, charge and spin: 3.707 eV
- E_HOMO (alpha / beta): -7.88 / -8.22 eV
- Total charge: 0
- LUMO level (alpha / beta): -0.15 / 0.53 eV
- HOMO-LUMO gap (alpha / beta): 7.72 / 8.74 eV


3.
# C5H9BrN3

An isolated ion of composition C5H9BrN3 and charge +1 in a non-equilibrium geometry (the ωB97M-V functional and the def2-TZVPD basis, OMol25).

Each line ends with the natural charge from an NBO analysis.
Geometry (Å):
C -1.0279 -1.7197 0.4217  0.35
C 0.2427 1.1841 1.2548  0.13
C -2.0189 -0.1630 -1.1351  -0.09
C 1.7294 0.4405 -0.7428  -0.59
C 1.5759 0.8555 0.7526  -0.47
N -0.8818 -0.9824 1.4683  -0.28
N -0.5826 0.2489 1.5079  0.07
N -1.3681 -1.2659 -0.8661  -0.60
Br -3.1132 0.8524 0.0706  0.14
H -1.2326 -2.7897 0.5912  0.24
H 0.1271 2.2287 1.3564  0.26
H -2.0402 0.0725 -2.1541  0.22
H 1.1789 -0.3725 -1.0266  0.19
H 2.8061 0.3548 -0.8962  0.25
H 1.3381 1.2536 -1.4521  0.22
H 2.3061 1.7520 0.9508  0.26
H 1.9031 -0.0067 1.4079  0.24
H -0.9422 -1.9432 -1.5093  0.45

Output
- Multiplicity: 3
- Electronic energy: -2933.72707 Ha
- Energy above the lowest of the compared OMol25 structures with the same formula, charge and spin: 1.063 eV
- E_HOMO (alpha / beta): -11.20 / -14.50 eV
- Total charge: +1
- LUMO level (alpha / beta): -4.20 / -7.27 eV
- HOMO-LUMO gap (alpha / beta): 7.00 / 7.23 eV


4.
# C5H9BrN4

One molecule with the formula C5H9BrN4 in a non-equilibrium geometry (the ωB97M-V functional and the def2-TZVPD basis, OMol25).

Each line ends with the natural charge from an NBO analysis.
Geometry (Å):
C -2.2778 -0.5718 0.4993  -0.43
C -2.6746 0.7907 0.1051  -0.41
C -1.3572 0.2481 -0.3139  -0.26
C 3.3897 -0.1270 -0.4402  0.06
C -0.0320 0.9278 0.1058  -0.24
N 3.1018 -1.2592 0.0161  -0.33
N 1.9209 -1.9254 0.0623  -0.11
N 0.9022 -1.1481 -0.0380  -0.04
N 0.9904 0.0967 -0.2643  -0.32
Br 5.0709 0.5682 0.1143  0.00
H -2.0702 -0.6469 1.5310  0.21
H -2.5939 -1.4106 0.0770  0.21
H -3.5239 0.8793 -0.5608  0.22
H -2.5580 1.6379 0.7692  0.21
H -1.4448 0.0842 -1.4186  0.22
H 2.9932 0.4637 -1.1395  0.19
H -0.0836 1.9485 -0.4866  0.21
H 0.0923 1.2209 1.1200  0.21
H 0.1545 -1.7769 0.2620  0.40

Output
- Multiplicity: 1
- Electronic energy: -2988.73125 Ha
- Energy above the lowest of the compared OMol25 structures with the same formula, charge and spin: 4.308 eV
- E_HOMO: -8.40 eV
- Total charge: 0
- LUMO level: 0.27 eV
- HOMO-LUMO gap: 8.67 eV


5.
# C5H9Cl2N2

An isolated ion of composition C5H9Cl2N2 and charge +1 in a non-equilibrium geometry (the ωB97M-V functional and the def2-TZVPD basis, OMol25).

Each line ends with the natural charge from an NBO analysis.
Geometry (Å):
C 0.4569 0.4161 -0.1696  0.60
C -1.1208 -1.3792 -0.2460  -0.01
C -0.4529 -0.4169 -2.2595  0.02
C 1.2580 1.4311 0.5138  -0.74
C -0.2132 -0.4570 1.8899  -0.43
N -0.2778 -0.4733 0.4843  -0.41
N 0.5205 0.3110 -1.4689  -0.56
Cl -0.7682 -3.0566 -0.0754  0.09
Cl -1.8421 0.6512 -2.6829  0.01
H -2.1435 -1.1793 -0.2328  0.22
H -0.2068 -1.1005 -2.9666  0.22
H 0.8271 2.3974 0.2053  0.28
H 2.4546 1.5458 0.4041  0.31
H 1.1718 1.5029 1.5919  0.27
H 0.6734 -0.9118 2.2626  0.23
H -0.3080 0.6351 2.2721  0.23
H -1.0481 -1.0063 2.3553  0.25
H 1.0193 1.0903 -1.8774  0.43

Output
- Multiplicity: 1
- Electronic energy: -1225.46592 Ha
- Energy above the lowest of the compared OMol25 structures with the same formula, charge and spin: 0.488 eV
- E_HOMO: -13.32 eV
- Total charge: +1
- LUMO level: -4.47 eV
- HOMO-LUMO gap: 8.85 eV


6.
# C5H9F

One molecule with the formula C5H9F in a non-equilibrium geometry (the ωB97M-V functional and the def2-TZVPD basis, OMol25).

Each line ends with the natural charge from an NBO analysis.
Geometry (Å):
C 1.0491 -0.4429 1.0911  -0.64
C 0.3338 -0.0841 -0.2451  0.29
C 0.5501 1.3066 -0.7399  -0.64
C -1.1460 -0.1482 0.0204  -0.18
C -1.7441 0.2351 1.1408  -0.41
H 0.5863 -1.3249 1.5977  0.22
H 0.9943 0.3930 1.7494  0.22
H 2.0888 -0.7055 0.7705  0.23
H 0.0433 1.4654 -1.7066  0.23
H 1.6717 1.5303 -0.9374  0.21
H 0.1762 2.1310 -0.1310  0.23
H -1.7471 -0.5356 -0.7767  0.21
H -1.3137 0.4377 2.0377  0.19
H -2.8041 0.1915 1.1474  0.20
F 0.6718 -0.9758 -1.2617  -0.36

Output
- Multiplicity: 1
- Electronic energy: -295.73739 Ha
- Structure (SMILES): C=CC(C)(C)F
- Energy above the lowest of the compared OMol25 structures with the same formula, charge and spin: 0.619 eV
- E_HOMO: -9.85 eV
- Total charge: 0
- LUMO level: 1.05 eV
- HOMO-LUMO gap: 10.90 eV


7.
# C5H9F

One molecule with the formula C5H9F in a non-equilibrium geometry (the ωB97M-V functional and the def2-TZVPD basis, OMol25).

Each line ends with the natural charge from an NBO analysis.
Geometry (Å):
C 0.1875 -0.4149 1.2121  -0.45
C 0.7306 -0.2251 -0.1612  -0.26
C -0.7052 0.0717 0.0646  0.35
C 1.7429 0.7967 -0.4208  -0.58
C -1.9609 -0.4855 -0.4730  -0.64
F -0.9234 1.5282 0.1961  -0.40
H -0.0286 -1.4106 1.6883  0.22
H 0.4148 0.3256 2.1225  0.23
H 1.0461 -1.0910 -0.7227  0.22
H 1.7661 1.7328 -0.0316  0.22
H 1.9168 0.8837 -1.4296  0.21
H 2.6559 0.2849 -0.0628  0.20
H -2.1350 -0.0824 -1.5152  0.23
H -2.8067 -0.2887 0.1737  0.23
H -1.9009 -1.6254 -0.6404  0.22

Output
- Multiplicity: 1
- Electronic energy: -295.70975 Ha
- Structure (SMILES): C[C@H]1C[C@@]1(C)F
- Energy above the lowest of the compared OMol25 structures with the same formula, charge and spin: 1.371 eV
- E_HOMO: -10.01 eV
- Total charge: 0
- LUMO level: 1.06 eV
- HOMO-LUMO gap: 11.07 eV


8.
# C5H9F2NSi

One molecule with the formula C5H9F2NSi in a non-equilibrium geometry (the ωB97M-V functional and the def2-TZVPD basis, OMol25).

Each line ends with the natural charge from an NBO analysis.
Geometry (Å):
C -2.9147 -1.0991 0.0310  -0.28
C 0.8069 -0.2319 1.3297  -0.67
C 0.8988 -1.1288 -0.8534  -0.66
C 0.9277 1.4323 -0.4753  -0.64
C 0.3709 0.0652 -0.0891  -0.15
N -3.7426 -1.8872 -0.0559  -0.36
F -2.2140 1.0854 -1.3091  -0.64
F -1.9084 1.4063 1.1225  -0.64
Si -1.6105 0.2775 -0.0771  1.86
H 0.7698 0.7448 1.9342  0.23
H 0.2583 -1.0784 1.7010  0.24
H 1.9278 -0.4852 1.2361  0.26
H 0.5041 -2.0548 -0.3619  0.26
H 0.8633 -0.9647 -1.8943  0.23
H 1.9363 -1.2042 -0.6065  0.24
H 0.2446 1.9235 -1.1431  0.24
H 1.0233 2.0199 0.4734  0.24
H 1.8583 1.1795 -0.9621  0.25

Output
- Multiplicity: 3
- Electronic energy: -739.76195 Ha
- Energy above the lowest of the compared OMol25 structures with the same formula, charge and spin: 2.891 eV
- E_HOMO (alpha / beta): -4.56 / -11.14 eV
- Total charge: 0
- LUMO level (alpha / beta): 0.33 / -5.26 eV
- HOMO-LUMO gap (alpha / beta): 4.88 / 5.88 eV


9.
# C5H9F2P

A 2-piece molecular cluster, C5H9F2P overall in a non-equilibrium geometry (the ωB97M-V functional and the def2-TZVPD basis, OMol25).

Each line ends with the natural charge from an NBO analysis.
Geometry (Å):
C -1.3073 -0.5499 -0.1270  -0.46
C -0.6497 0.4489 0.6966  -0.19
C -2.6685 -0.2049 -0.4874  -0.56
C 0.2891 0.0759 1.5169  -0.42
C 3.0566 0.4813 -0.2541  0.42
F 2.7793 1.2966 0.7835  -0.33
F 4.1174 1.0116 -0.8672  -0.32
P 2.0426 -0.7141 -0.8471  0.23
H -1.3599 -1.5261 0.2496  0.21
H -0.8671 1.5533 0.6712  0.21
H -2.6288 0.4429 -1.3948  0.20
H -3.0855 0.2437 0.2700  0.19
H -3.2854 -1.1085 -0.7682  0.20
H 0.7987 0.9268 2.0767  0.22
H 0.5974 -1.0328 1.5350  0.21
H 2.9635 -0.7077 -1.9948  -0.01
H -0.7922 -0.6371 -1.0589  0.21

Output
- Multiplicity: 1
- Electronic energy: -736.86764 Ha
- Structure (SMILES): FC(F)=P.C=CCC
- Energy above the lowest of the compared OMol25 structures with the same formula, charge and spin: 1.708 eV
- E_HOMO: -9.47 eV
- Total charge: 0
- LUMO level: 0.26 eV
- HOMO-LUMO gap: 9.73 eV


10.
# C5H9FIN2O3S

C5H9FIN2O3S as an isolated structure in a non-equilibrium geometry (the ωB97M-V functional and the def2-TZVPD basis, OMol25).

Each line ends with the natural charge from an NBO analysis.
Geometry (Å):
C -1.0258 0.9352 -0.1762  0.57
C 2.3513 1.0720 1.2131  -0.61
C 1.8807 -0.4493 -0.8087  -0.67
C 1.3996 0.7425 -0.0418  0.15
C -2.2687 0.0181 0.3942  -0.07
N -1.2062 1.8668 -0.9642  -0.72
N -0.8586 -2.2880 0.3749  -1.24
O -3.3402 -2.2757 -0.1209  -1.00
O -1.6513 -1.3347 -1.7675  -0.99
O 0.1096 0.5268 0.4875  -0.53
F -2.2346 -0.0903 1.7183  -0.35
S -2.0499 -1.6671 -0.4096  2.25
I -4.1967 0.6991 -0.2071  0.08
H 2.3091 0.1931 1.7308  0.21
H 3.3472 1.2028 0.8110  0.19
H 1.9404 1.9113 1.6423  0.21
H 1.5053 -1.3480 -0.3427  0.26
H 2.9692 -0.4686 -0.8220  0.19
H 1.4385 -0.4641 -1.7680  0.22
H 1.3175 1.6658 -0.8046  0.14
H -0.4692 2.2759 -1.4391  0.35
H -1.2672 -2.7238 1.3006  0.35

Output
- Multiplicity: 1
- Electronic energy: -1326.88433 Ha
- Energy above the lowest of the compared OMol25 structures with the same formula, charge and spin: 0.413 eV
- E_HOMO: -4.63 eV
- Total charge: -1
- LUMO level: 2.91 eV
- HOMO-LUMO gap: 7.54 eV


11.
# C5H9FN

An isolated ion of composition C5H9FN and charge +1 in a non-equilibrium geometry (the ωB97M-V functional and the def2-TZVPD basis, OMol25).

Each line ends with the natural charge from an NBO analysis.
Geometry (Å):
C 2.3593 -0.8426 0.0346  0.06
C 1.0196 -1.4549 0.1937  -0.45
C -0.1318 -0.5077 -0.2813  -0.55
C -0.2614 0.7619 0.3409  0.42
C -1.2976 1.6610 -0.0675  -0.74
N 2.4614 0.3961 -0.1297  -0.05
F 3.6667 0.9466 -0.2471  -0.19
H 3.1505 -1.4835 -0.0924  0.21
H 1.1171 -2.4897 -0.0415  0.27
H 0.7125 -1.4432 1.2918  0.24
H -0.1901 -0.2227 -1.2870  0.32
H -1.1434 -0.8793 -0.3279  0.32
H -1.8647 2.2149 0.7611  0.33
H 0.3659 1.1295 1.0483  0.22
H -1.9469 1.3509 -0.7888  0.25
H -0.7265 2.5025 -0.2771  0.32

Output
- Multiplicity: 1
- Electronic energy: -350.08911 Ha
- Energy above the lowest of the compared OMol25 structures with the same formula, charge and spin: 4.221 eV
- E_HOMO: -14.91 eV
- Total charge: +1
- LUMO level: -6.32 eV
- HOMO-LUMO gap: 8.58 eV


12.
# C5H9FN2

One molecule with the formula C5H9FN2 in a non-equilibrium geometry (the ωB97M-V functional and the def2-TZVPD basis, OMol25).

Each line ends with the natural charge from an NBO analysis.
Geometry (Å):
C -1.2236 0.3533 1.2975  0.10
C -1.0356 -0.0184 -0.2574  0.22
C 0.9763 -1.4023 -0.1948  -0.64
C 1.0509 1.2072 -0.4579  -0.65
C 0.3867 -0.1243 -0.7188  0.30
N -0.3363 0.3627 2.1357  -0.63
N -2.1179 -0.0891 -0.8544  -0.59
F 0.4845 -0.1826 -2.2175  -0.41
H -2.3106 0.3599 1.5906  0.17
H 1.7896 -1.7115 -0.9392  0.24
H 0.1776 -2.1685 -0.1213  0.23
H 1.4077 -1.0868 0.6809  0.24
H 0.8849 1.7076 0.5591  0.25
H 2.0490 0.8896 -0.5560  0.22
H 0.5451 1.8949 -1.2538  0.24
H -0.7166 0.4126 3.1175  0.36
H -2.0117 -0.4042 -1.8102  0.36

Output
- Multiplicity: 1
- Electronic energy: -405.22636 Ha
- Structure (SMILES): [H]/N=C(/C=N/[H])C(C)(C)F
- Energy above the lowest of the compared OMol25 structures with the same formula, charge and spin: 1.741 eV
- E_HOMO: -9.86 eV
- Total charge: 0
- LUMO level: 0.82 eV
- HOMO-LUMO gap: 10.68 eV


13.
# C5H9FN2

One molecule with the formula C5H9FN2 in a non-equilibrium geometry (the ωB97M-V functional and the def2-TZVPD basis, OMol25).

Each line ends with the natural charge from an NBO analysis.
Geometry (Å):
C -2.5718 -0.4594 0.4075  -0.41
C -0.8152 1.1390 -0.3552  -0.29
C 0.6999 0.8611 -0.3560  0.15
C 0.7948 -0.6254 -0.0257  0.17
C 2.1481 -1.3595 0.0310  -0.66
H -2.8585 -1.4503 0.3638  0.21
H -2.3393 -0.2326 1.4574  0.18
H -3.3435 0.1793 -0.0518  0.20
H -1.2731 1.7268 -1.1805  0.22
H -1.0499 1.6300 0.5958  0.20
H 1.1486 0.9579 -1.4123  0.17
H 2.7593 -1.1688 1.0228  0.24
H 2.6881 -0.8509 -0.9259  0.22
H 2.0555 -2.5041 -0.0839  0.24
N -1.3176 -0.2635 -0.4111  -0.27
N -0.3229 -1.1870 -0.0203  -0.22
F 1.3513 1.6145 0.5583  -0.34

Output
- Multiplicity: 1
- Electronic energy: -405.22497 Ha
- Structure (SMILES): CC1=NN(C)C[C@H]1F
- Energy above the lowest of the compared OMol25 structures with the same formula, charge and spin: 1.779 eV
- E_HOMO: -8.60 eV
- Total charge: 0
- LUMO level: 1.07 eV
- HOMO-LUMO gap: 9.67 eV


14.
# C5H9FS

One molecule with the formula C5H9FS in a non-equilibrium geometry (the ωB97M-V functional and the def2-TZVPD basis, OMol25).

Each line ends with the natural charge from an NBO analysis.
Geometry (Å):
C -1.8345 -0.8495 -0.5000  -0.64
C -0.6406 -0.0880 -0.0361  -0.06
C -0.7744 1.3842 0.0510  -0.62
C 0.4663 -0.7340 0.2914  0.37
C 1.7680 -0.2312 0.7781  -0.58
H -1.5743 -1.9164 -0.7039  0.24
H -2.2897 -0.3961 -1.3859  0.21
H -2.6309 -0.7314 0.2515  0.22
H -1.0053 1.7612 -0.9330  0.22
H -1.6015 1.5914 0.7270  0.22
H 0.1550 1.8451 0.4336  0.21
H 1.6018 0.7624 1.1953  0.23
H 2.2122 -0.9296 1.5084  0.25
H 2.5638 0.7788 -1.2832  0.12
F 0.4891 -2.0881 0.0620  -0.35
S 3.0952 -0.1589 -0.4562  -0.02

Output
- Multiplicity: 1
- Electronic energy: -693.94126 Ha
- Structure (SMILES): CC(C)=C(F)CS
- Energy above the lowest of the compared OMol25 structures with the same formula, charge and spin: 0.735 eV
- E_HOMO: -8.94 eV
- Total charge: 0
- LUMO level: 0.83 eV
- HOMO-LUMO gap: 9.77 eV